Entry 1:
Computed, not measured: the ion C5H10N with charge +1 in a non-equilibrium geometry, with ωB97M-V/def2-TZVPD.

```
16
Properties=species:S:1:pos:R:3:mulliken_charge:R:1
C 1.3410 -2.7360 -1.0190 -0.130
N 0.3328 -1.9188 -0.8726 -0.024
C 0.3479 -1.0712 0.3499 -0.221
C -0.5536 0.0205 0.2697 -0.206
C -0.3088 1.4086 1.1106 -0.465
C -0.9505 2.4976 0.1445 -0.805
H 2.2640 -2.5401 -0.4694 0.208
H 1.3697 -3.6188 -1.6022 0.277
H -0.3979 -2.1753 -1.5412 0.331
H 1.3660 -1.1103 0.8560 0.247
H -1.6373 -0.0023 -0.1051 0.362
H -0.8462 1.4933 1.9989 0.330
H 0.7865 1.4870 1.1699 0.304
H -0.0428 2.9534 -0.4607 0.235
H -1.4031 3.3591 0.7913 0.295
H -1.6676 1.9532 -0.6207 0.263
```

Largest force on an atom: 4.9 eV/A
ΔE to the lowest compared entry with this formula, charge and spin: 306.71 kJ/mol
Total charge: +1
Multiplicity: 1
E_tot: -6827.0231 eV
HOMO: -14.245 eV
Lowest unoccupied orbital energy: -5.472 eV
Kohn-Sham gap: 8.77 eV
Structure (SMILES): C=[NH+]/C=C/CC


Entry 2:
Computed, not measured: the ion C5H10N with charge +1 in a non-equilibrium geometry, with ωB97M-V/def2-TZVPD.

```
16
Properties=species:S:1:pos:R:3:mulliken_charge:R:1
N 0.1503 1.1454 -1.6772 -0.172
C -0.1700 0.1384 -0.6096 -0.146
C 0.7887 -0.9448 -0.1128 -0.594
C 0.4772 -0.7957 1.3874 -0.531
C -0.4173 0.3837 1.2092 -0.160
C -1.4176 -0.0037 0.2057 -0.625
H 0.2303 0.6585 -2.5667 0.363
H 1.0664 1.6345 -1.5359 0.397
H -0.4998 1.8633 -1.3401 0.406
H 1.8691 -0.7769 -0.4188 0.303
H 0.6148 -1.9949 -0.3848 0.279
H 0.0665 -1.7381 1.6852 0.292
H 1.4807 -0.5946 2.0936 0.292
H -0.2389 1.1744 1.8990 0.405
H -1.8440 -0.8954 0.3213 0.252
H -2.1563 0.7459 -0.1557 0.240
```

Largest force on an atom: 5.6 eV/A
ΔE to the lowest compared entry with this formula, charge and spin: 350.93 kJ/mol
Total charge: +1
Multiplicity: 1
E_tot: -6826.5648 eV
HOMO: -13.114 eV
Lowest unoccupied orbital energy: -3.855 eV
Kohn-Sham gap: 9.26 eV
Structure (SMILES): [NH3+][C@@]12CC[C@@H]1C2


Entry 3:
Computed, not measured: a cluster of 2 separate species, C5H10N in total in a non-equilibrium geometry, with ωB97M-V/def2-TZVPD.

```
16
Properties=species:S:1:pos:R:3:mulliken_charge:R:1
C -2.2395 0.9267 0.7914 -0.111
C -0.9990 0.1979 -1.4448 -0.365
C -0.8325 -0.8201 -0.4095 0.343
C -0.2979 -1.9015 0.0991 -0.532
C 2.6975 0.4913 0.3722 -0.859
N -1.4866 0.3564 -0.0666 0.010
H -2.3919 0.6961 1.8708 0.287
H -2.6517 1.9394 0.4370 0.269
H -0.3325 1.0489 -1.6887 0.286
H -2.0072 0.0368 -2.0295 0.291
H 3.5502 0.7687 0.9847 0.298
H 0.2465 -2.6488 -0.5138 0.269
H -0.5382 -2.2379 1.1646 0.240
H 2.4749 1.3124 -0.3384 0.210
H 1.8156 0.2976 0.9791 0.153
H 2.9923 -0.4641 -0.2075 0.211
```

Largest force on an atom: 3.5 eV/A
ΔE to the lowest compared entry with this formula, charge and spin: 367.97 kJ/mol
Total charge: +1
Multiplicity: 1
E_tot: -6826.3882 eV
HOMO: -15.369 eV
Lowest unoccupied orbital energy: -5.624 eV
Kohn-Sham gap: 9.74 eV


Entry 4:
Computed, not measured: a cluster of 2 separate species, C5H10N in total in a non-equilibrium geometry, with ωB97M-V/def2-TZVPD.

```
16
Properties=species:S:1:pos:R:3:mulliken_charge:R:1
C -1.3689 -1.9119 -0.7880 -0.317
C -2.3916 -1.8247 -0.1415 -0.588
C 1.1890 0.4738 -0.2134 0.326
C 1.6180 1.4824 -1.2632 -1.105
C -0.3908 -0.2416 1.5359 -0.915
N 0.1618 0.5804 0.5475 -0.055
H -0.4044 -1.9391 -1.1604 0.492
H -3.3349 -1.7739 0.2570 0.476
H 1.9362 -0.3912 -0.0949 0.365
H 1.4071 1.0419 -2.2314 0.295
H 2.7180 1.6913 -1.2327 0.340
H 1.1493 2.4602 -1.0645 0.344
H -0.3727 0.2849 2.5294 0.328
H -1.5564 -0.2490 1.3590 0.235
H -0.0373 -1.2160 1.5706 0.480
H -0.3223 1.5325 0.3906 0.302
```

Largest force on an atom: 5.2 eV/A
ΔE to the lowest compared entry with this formula, charge and spin: 290.35 kJ/mol
Total charge: +1
Multiplicity: 1
E_tot: -6827.1927 eV
HOMO: -14.238 eV
Lowest unoccupied orbital energy: -4.624 eV
Kohn-Sham gap: 9.61 eV


Entry 5:
Computed, not measured: the ion C5H10N with charge +1 in a non-equilibrium geometry, with ωB97M-V/def2-TZVPD.

```
16
Properties=species:S:1:pos:R:3:mulliken_charge:R:1
C -0.4778 0.3051 -1.6526 -0.591
C -1.4214 0.1128 -0.8087 0.332
C 0.7223 0.4050 -0.7715 0.277
C -2.0177 -0.0654 0.4588 -1.201
C 0.8781 1.1717 0.5055 -1.425
N 1.3202 -0.9203 -0.4990 -0.243
H -0.3656 0.3861 -2.7098 0.462
H -2.0620 -1.1248 0.6505 0.337
H -2.9072 0.4702 0.3145 0.336
H -1.5673 0.3623 1.3186 0.408
H 1.9781 1.5476 0.4342 0.355
H 0.7571 0.5059 1.3390 0.538
H 0.1168 2.0059 0.4657 0.325
H 1.4404 -0.8792 0.5556 0.326
H 2.1670 -0.7799 -1.0789 0.381
H 0.8046 -1.7153 -1.0115 0.384
```

Largest force on an atom: 3.3 eV/A
ΔE to the lowest compared entry with this formula, charge and spin: 481.67 kJ/mol
Total charge: +1
Multiplicity: 1
E_tot: -6825.2098 eV
HOMO (alpha / beta): -12.709 / -12.304 eV
Lowest unoccupied orbital energy (alpha / beta): -4.004 / -4.369 eV
Kohn-Sham gap (alpha / beta): 8.70 / 7.94 eV


Entry 6:
Computed, not measured: the ion C5H10N with charge +1 in a non-equilibrium geometry, with ωB97M-V/def2-TZVPD.

```
16
Properties=species:S:1:pos:R:3:mulliken_charge:R:1
C -3.3501 -0.2799 -0.0057 -1.168
C -1.8952 -0.1760 -0.3822 0.121
C -1.0399 0.6683 0.1958 -0.301
C 0.8025 0.4622 0.0744 0.017
N 1.9619 -0.4028 -0.1568 -0.125
C 3.3058 -0.1141 -0.0042 -0.730
H -3.8684 0.4559 -0.5373 0.346
H -3.4833 -0.0453 1.0239 0.355
H -3.6284 -1.2701 -0.1794 0.377
H -1.7635 -1.0268 -1.0263 0.336
H -1.1545 1.4822 0.9469 0.318
H 1.1492 1.4081 0.4501 0.213
H 1.6461 -1.3208 -0.6588 0.320
H 3.9915 0.0482 -0.8871 0.324
H 3.4976 0.8876 0.5298 0.253
H 3.8288 -0.7764 0.6169 0.344
```

Largest force on an atom: 9.6 eV/A
ΔE to the lowest compared entry with this formula, charge and spin: 396.81 kJ/mol
Total charge: +1
Multiplicity: 1
E_tot: -6826.0893 eV
HOMO: -14.557 eV
Lowest unoccupied orbital energy: -5.389 eV
Kohn-Sham gap: 9.17 eV
Structure (SMILES): C/C=C/C=[NH+]/C


Entry 7:
Computed, not measured: a cluster of 2 separate species, C5H10N2 in total, with ωB97M-V/def2-TZVPD.

```
17
Properties=species:S:1:pos:R:3:mulliken_charge:R:1
H -0.5289 0.4922 2.7578 0.209
N -0.1854 0.3409 1.8134 -0.610
C -0.5994 -0.7194 1.2572 -0.104
C -0.2024 -1.0875 -0.0918 0.544
C -0.9038 -2.2676 -0.7145 -1.356
C 0.7411 -0.4230 -0.7215 0.143
C 1.6657 0.2288 -1.3329 -0.861
H -1.2860 -1.4328 1.7312 0.410
H -0.6305 -2.3638 -1.7649 0.357
H -0.6270 -3.1890 -0.1927 0.314
H -1.9869 -2.1458 -0.6413 0.341
H 1.4322 1.1124 -1.9041 0.305
H 2.7032 -0.0500 -1.2747 0.265
N 0.1569 2.8418 -0.0064 -0.664
H -0.7397 3.2909 0.1521 0.214
H 0.8512 3.4185 0.4453 0.208
H 0.1396 1.9533 0.4881 0.286
```

Largest force on an atom: 0.9 eV/A
ΔE to the lowest compared entry with this formula, charge and spin: 188.94 kJ/mol
Multiplicity: 1
E_tot: -8325.3750 eV
HOMO: -9.171 eV
Lowest unoccupied orbital energy: 0.817 eV
Kohn-Sham gap: 9.99 eV
Structure (SMILES): [H]/N=C/C(C)=C=C.N


Entry 8:
Computed, not measured: a cluster of 3 separate species, C5H10N2 in total, with ωB97M-V/def2-TZVPD.

```
17
Properties=species:S:1:pos:R:3:mulliken_charge:R:1
C -2.0206 -0.2101 -0.0552 -1.027
C -1.3518 -0.3202 -1.4041 0.106
C 0.0033 -0.7962 -1.5916 -0.185
N -0.0618 0.4557 -1.6432 -0.413
H -2.6759 0.6678 -0.0279 0.275
H -1.2769 -0.1108 0.7421 0.248
H -2.6356 -1.0942 0.1535 0.314
H -2.0247 -0.3382 -2.2642 0.370
H 0.7596 -1.5701 -1.6767 0.316
C 1.7803 -1.1109 1.2357 -0.158
N 0.9619 -0.3624 1.8176 -0.369
C 2.1275 0.2858 1.0784 -0.205
H 1.9391 -2.1719 1.0803 0.322
H 2.9000 0.7389 1.7003 0.235
H 1.8737 0.8211 0.1632 0.172
H -0.1688 2.4022 0.0082 -0.214
H -0.1294 2.7137 0.6834 0.212
```

Largest force on an atom: 0.5 eV/A
ΔE to the lowest compared entry with this formula, charge and spin: 510.00 kJ/mol
Multiplicity: 1
E_tot: -8322.0474 eV
HOMO: -9.947 eV
Lowest unoccupied orbital energy: 0.979 eV
Kohn-Sham gap: 10.93 eV
Structure (SMILES): C[C@@H]1C=N1.C1=NC1.[H][H]


Entry 9:
Computed, not measured: a structure of composition C5H10N2 in a non-equilibrium geometry, with ωB97M-V/def2-TZVPD.

```
17
Properties=species:S:1:pos:R:3:mulliken_charge:R:1
C -1.9757 -1.7204 -0.5643 -0.806
C 2.3843 -0.2666 -0.2991 -1.122
N -0.9359 -0.7361 -0.7060 -0.309
C -0.7764 0.2238 0.1411 0.616
C 1.0394 0.8702 0.2779 0.012
C -1.6013 1.0205 0.8485 -0.980
N 1.1172 2.0423 -0.2455 -0.572
H 2.0559 2.4022 -0.4184 0.264
H 1.2491 0.7086 1.3440 0.279
H -2.9084 -1.4990 -1.0952 0.294
H -1.6515 -2.6505 -1.0363 0.292
H -2.2640 -1.9301 0.4732 0.300
H 3.2373 0.1838 0.2003 0.391
H 2.5034 -0.1196 -1.3642 0.347
H 2.3097 -1.2814 0.0721 0.321
H -2.5818 0.7740 1.2222 0.335
H -1.2013 1.9784 1.1495 0.337
```

Largest force on an atom: 6.2 eV/A
ΔE to the lowest compared entry with this formula, charge and spin: 628.86 kJ/mol
Multiplicity: 1
E_tot: -8320.8155 eV
HOMO (alpha / beta): -8.120 / -8.226 eV
Lowest unoccupied orbital energy (alpha / beta): -0.882 / -0.589 eV
Kohn-Sham gap (alpha / beta): 7.24 / 7.64 eV


Entry 10:
Computed, not measured: an isolated molecule of C5H10N2 in a non-equilibrium geometry, with ωB97M-V/def2-TZVPD.

```
17
Properties=species:S:1:pos:R:3:mulliken_charge:R:1
C -0.3493 0.9861 1.1992 -0.965
C -0.0322 0.9942 -1.2290 -0.999
N 0.1173 0.2193 0.0190 0.196
C -0.7840 -1.3623 -0.0642 -0.085
N -2.0106 -1.2381 0.2957 -0.728
H -2.6390 -1.7383 -0.3292 0.205
H -0.4543 -1.7720 -1.0257 0.329
H 0.2340 1.9043 1.2856 0.371
H -0.2134 0.3732 2.0863 0.338
H -1.4094 1.1972 1.0798 0.380
H 0.4069 0.4263 -2.0462 0.336
H 0.4701 1.9590 -1.1509 0.346
H -1.0998 1.1362 -1.3961 0.382
C 1.3853 -0.3685 0.2584 -0.290
C 2.6080 -0.2813 0.1651 -0.311
H 3.5738 -0.7226 0.1868 0.378
H 0.1966 -1.7127 0.6654 0.118
```

Largest force on an atom: 3.3 eV/A
ΔE to the lowest compared entry with this formula, charge and spin: 570.97 kJ/mol
Multiplicity: 1
E_tot: -8321.4155 eV
HOMO: -7.535 eV
Lowest unoccupied orbital energy: 0.580 eV
Kohn-Sham gap: 8.11 eV


Entry 11:
Computed, not measured: an isolated molecule of C5H10N2 in a non-equilibrium geometry, with ωB97M-V/def2-TZVPD.

```
17
Properties=species:S:1:pos:R:3:mulliken_charge:R:1
C 2.2533 -0.0121 0.3718 -1.006
N 1.1035 0.0060 -0.4639 -0.089
C 0.2216 -1.2058 -0.3696 -0.695
C -1.0109 -0.7124 0.4954 -0.106
N -2.1803 -0.0899 -0.0728 -0.675
C -1.0152 0.8238 0.4416 -0.132
C 0.1164 1.1342 -0.4207 -0.760
H 1.9514 0.1670 1.3946 0.395
H 2.8300 -0.8332 0.1239 0.400
H 2.8276 0.8945 0.1107 0.294
H 0.7276 -2.0880 0.0834 0.424
H -0.3442 -1.3682 -1.3310 0.244
H -1.0080 -1.2052 1.3974 0.426
H -2.1389 -0.0994 -1.0597 0.288
H -1.0220 1.4542 1.2970 0.353
H -0.3958 1.4829 -1.3227 0.254
H 0.7193 2.0163 -0.0478 0.385
```

Largest force on an atom: 4.2 eV/A
ΔE to the lowest compared entry with this formula, charge and spin: 297.91 kJ/mol
Multiplicity: 1
E_tot: -8324.2456 eV
HOMO: -8.163 eV
Lowest unoccupied orbital energy: 1.061 eV
Kohn-Sham gap: 9.22 eV
Structure (SMILES): CN1C[C@@H]2N[C@@H]2C1


Entry 12:
Computed, not measured: a cluster of 2 separate species, C5H10N2 in total in a non-equilibrium geometry, with ωB97M-V/def2-TZVPD.

```
17
Properties=species:S:1:pos:R:3:mulliken_charge:R:1
C 1.4276 -0.4857 0.5468 -0.585
C 0.0043 -0.7377 0.3585 -0.137
C 0.5151 0.7074 0.3664 0.634
C -1.2656 -1.8689 -1.6553 -0.739
C 0.6009 1.9137 -0.5490 -1.154
N -0.6777 -0.3942 1.6487 -0.263
N -0.2962 1.0385 1.5974 -0.485
H 1.8761 -0.7198 1.4923 0.241
H 2.0449 -0.7754 -0.2881 0.264
H -2.3927 -1.5177 -1.5428 0.237
H -1.0816 -2.9550 -1.5950 0.292
H -0.8523 -1.5393 -2.5779 0.291
H 0.8090 1.6800 -1.5797 0.312
H 1.1567 2.8326 -0.1212 0.254
H -0.4612 2.3103 -0.4898 0.316
H -1.6248 -0.7320 1.9337 0.256
H 0.2175 1.2430 2.4549 0.266
```

Largest force on an atom: 3.3 eV/A
ΔE to the lowest compared entry with this formula, charge and spin: 756.82 kJ/mol
Multiplicity: 1
E_tot: -8319.4894 eV
HOMO (alpha / beta): -7.828 / -7.850 eV
Lowest unoccupied orbital energy (alpha / beta): 0.147 / -0.168 eV
Kohn-Sham gap (alpha / beta): 7.98 / 7.68 eV


Entry 13:
Computed, not measured: an isolated molecule of C5H10N2 in a non-equilibrium geometry, with ωB97M-V/def2-TZVPD.

```
17
Properties=species:S:1:pos:R:3:mulliken_charge:R:1
H -1.6448 0.5050 1.2410 0.286
N -1.1188 1.3029 1.6676 -0.636
C 0.0794 1.4799 1.2657 -0.132
N 0.8967 0.6718 0.4636 -0.208
C 0.4486 -0.5689 -0.0497 0.531
C 1.2148 -1.7548 0.3964 -1.390
C -0.5755 -0.5745 -0.9368 -0.327
C -1.1538 0.6319 -1.5651 -1.163
H 0.6284 2.3010 1.7256 0.405
H 1.8364 0.7286 0.7731 0.261
H 2.2805 -1.6256 0.1820 0.345
H 1.0694 -1.9602 1.4502 0.306
H 0.8675 -2.5965 -0.1489 0.375
H -0.8677 -1.5210 -1.3029 0.372
H -1.4050 0.5619 -2.6186 0.375
H -0.4617 1.4529 -1.4874 0.323
H -2.0943 0.9658 -1.0558 0.278
```

Largest force on an atom: 1.7 eV/A
ΔE to the lowest compared entry with this formula, charge and spin: 73.97 kJ/mol
Multiplicity: 1
E_tot: -8326.5665 eV
HOMO: -8.583 eV
Lowest unoccupied orbital energy: 0.951 eV
Kohn-Sham gap: 9.53 eV
Structure (SMILES): [H]/N=C\N/C(C)=C\C


Entry 14:
Computed, not measured: an isolated molecule of C5H10N2 in a non-equilibrium geometry, with ωB97M-V/def2-TZVPD.

```
17
Properties=species:S:1:pos:R:3:mulliken_charge:R:1
C -0.9059 1.1065 -0.4788 -0.920
N -0.6728 0.1814 0.6054 0.162
C -1.6935 -0.8687 0.6826 -0.761
N 0.5768 -0.2838 0.7757 -0.253
C 1.5600 0.7021 0.9976 -0.438
C 2.5639 0.1782 0.2823 -0.400
C 1.7478 -0.8371 -0.4394 -0.460
H -0.6121 0.6698 -1.4681 0.308
H -1.9386 1.4524 -0.4531 0.365
H -0.4538 2.1236 -0.3304 0.284
H -1.2707 -1.6113 1.5376 0.291
H -2.6729 -0.3247 1.0934 0.255
H -1.8534 -1.3022 -0.3761 0.269
H 1.3225 1.4917 1.7004 0.465
H 3.5421 0.5075 -0.0499 0.353
H 1.3722 -0.4602 -1.3689 0.175
H 1.8864 -1.8681 -0.5904 0.305
```

Largest force on an atom: 3.4 eV/A
ΔE to the lowest compared entry with this formula, charge and spin: 435.59 kJ/mol
Multiplicity: 1
E_tot: -8322.8186 eV
HOMO: -7.747 eV
Lowest unoccupied orbital energy: 1.038 eV
Kohn-Sham gap: 8.79 eV
Structure (SMILES): CN(C)N1C=CC1


Entry 15:
Computed, not measured: an isolated molecule of C5H10N2 in a non-equilibrium geometry, with ωB97M-V/def2-TZVPD.

```
17
Properties=species:S:1:pos:R:3:mulliken_charge:R:1
C -1.1160 1.5615 0.0909 -1.295
N 0.3264 -0.3431 1.8720 -0.354
C -0.4752 -0.7920 0.8843 -0.081
C -0.8480 0.1001 -0.2191 0.107
H 0.3696 -0.5977 2.8443 0.209
H 1.1071 0.2371 1.5962 0.241
H -0.9496 -1.7517 1.0388 0.394
H -1.7056 -0.3277 -0.7454 0.252
H -1.9352 1.7040 0.7989 0.362
H -0.2273 2.0488 0.4959 0.275
H -1.3740 2.0751 -0.8356 0.380
N 0.9568 -1.5346 -0.6143 -0.489
C 0.6508 -0.2362 -1.2238 -0.293
C 1.4016 0.4028 -2.0454 -0.365
H 0.5733 -2.3186 -1.1398 0.248
H 1.9541 -1.6641 -0.4484 0.218
H 1.2911 1.4363 -2.3495 0.191
```

Largest force on an atom: 1.2 eV/A
ΔE to the lowest compared entry with this formula, charge and spin: 505.79 kJ/mol
Multiplicity: 1
E_tot: -8322.0910 eV
HOMO: -6.429 eV
Lowest unoccupied orbital energy: 0.262 eV
Kohn-Sham gap: 6.69 eV